A | {
  "formula": "C6H6N4O",
  "method": "ωB97M-V with the def2-TZVPD basis set",
  "smiles": "N[C@@H]1C=CC2=NC(=O)NC2=N1",
  "homo_lumo_gap_ev": 8.61,
  "spin_multiplicity": 1,
  "symbols": ["N", "N", "N", "C", "H", "H", "C", "C", "O", "C", "N", "H", "H", "C", "H", "H", "C"],
  "xyz": [[-2.6314, -0.8028, -0.4753], [-0.4668, -1.1582, 0.3690], [1.8726, -1.2112, 0.0084], [0.9669, 0.8507, 0.0491], [-1.9984, -0.4331, 1.5844], [-2.2146, -0.4191, -1.3734], [-1.5920, -0.2651, 0.4552], [-0.1349, 1.7455, -0.0259], [4.0218, -0.4684, -0.2170], [-1.3389, 1.2576, 0.1042], [2.2370, 1.0704, -0.1182], [0.2014, 2.8212, -0.0522], [-2.4033, -1.7489, -0.4408], [0.6898, -0.5881, 0.1904], [-2.1189, 1.7985, -0.2425], [2.0442, -2.2471, 0.2864], [2.8655, -0.2020, -0.1017]]
}



B | {
  "formula": "C6H6N4O",
  "method": "ωB97M-V with the def2-TZVPD basis set",
  "homo_lumo_gap_ev": 9.17,
  "spin_multiplicity": 1,
  "symbols": ["N", "H", "H", "C", "N", "H", "N", "C", "C", "H", "O", "C", "N", "C", "C", "H", "H"],
  "xyz": [[1.5641, -1.2611, -0.2497], [-2.5856, -2.1919, -0.0432], [3.1414, -0.0405, 0.1393], [0.3879, -1.8655, -0.1914], [-0.0976, 0.2080, 0.2934], [0.5374, -2.9111, -0.5228], [-2.7087, -0.2429, -0.0630], [1.2423, -0.0498, -0.0225], [-2.0989, -1.3293, 0.0929], [-2.6878, 1.9291, 0.2866], [-0.2926, 2.5610, -0.3720], [-0.8340, 1.4439, 0.0438], [-2.1387, 1.0282, -0.0436], [2.3683, 0.9189, 0.1658], [-0.7338, -1.1681, 0.0629], [2.5734, 1.4687, 1.0929], [2.3627, 1.5023, -0.6694]]
}



The structures above, arranged from the most stable to the least stable: A, B.